The following is a quantum chemistry calculation of C28H45IrN3O5S2Sb as an isolated structure, from OMol25.

Structure (XYZ):
```
85
Properties=species:S:1:pos:R:3
Ir 0.006 2.441 0.004
O 1.988 2.873 0.707
C 2.810 3.199 -0.441
C 2.057 4.189 -1.298
N 0.703 3.677 -1.614
C -0.260 4.797 -1.585
C -0.530 5.220 -0.120
O -0.841 6.359 0.124
O -0.420 4.271 0.794
C 0.691 2.773 -2.781
C 0.827 1.275 -2.430
O 0.983 0.516 -3.364
O 0.755 0.896 -1.179
H 1.871 3.660 1.266
H 2.976 2.251 -0.947
H 3.766 3.599 -0.106
H 2.609 4.420 -2.213
H 1.945 5.121 -0.741
H -1.204 4.463 -2.018
H 0.095 5.664 -2.145
H 1.472 3.020 -3.501
H -0.262 2.877 -3.300
N -1.200 -1.165 6.432
C -1.061 -0.584 5.450
C -0.860 0.094 4.199
C -1.933 0.378 3.363
C -1.718 0.991 2.139
C -0.439 1.339 1.678
C 0.627 0.993 2.535
C 0.427 0.409 3.776
H -2.937 0.130 3.682
H -2.591 1.213 1.542
H 1.647 1.217 2.250
H 1.267 0.190 4.422
S -2.011 1.980 -1.008
C -3.301 2.946 -0.491
N -4.478 2.872 -1.110
C -5.607 3.489 -0.417
C -4.989 4.624 0.384
S -3.311 4.056 0.820
H -4.619 2.163 -1.815
H -6.081 2.754 0.239
H -6.339 3.849 -1.136
H -5.541 4.840 1.294
H -4.890 5.534 -0.205
C -0.285 -3.056 2.460
C 1.058 -3.266 1.771
C 1.321 -4.752 1.529
C 2.185 -2.659 2.602
Sb 1.004 -2.207 -0.151
C 2.710 -2.823 -1.390
C 3.956 -2.892 -0.513
C 2.898 -1.772 -2.478
C 2.402 -4.188 -2.001
C -0.895 -2.632 -1.157
C -1.959 -1.804 -0.438
C -0.795 -2.206 -2.616
C -1.200 -4.125 -1.053
H -0.220 -3.454 3.478
H -1.095 -3.582 1.956
H -0.547 -2.001 2.544
H 1.293 -5.259 2.499
H 2.305 -4.936 1.099
H 0.568 -5.219 0.895
H 2.203 -3.153 3.578
H 2.031 -1.594 2.768
H 3.163 -2.801 2.144
H 4.158 -1.945 -0.010
H 4.812 -3.110 -1.158
H 3.904 -3.683 0.234
H 3.150 -0.797 -2.056
H 2.018 -1.633 -3.102
H 3.727 -2.089 -3.119
H 2.223 -4.961 -1.253
H 3.273 -4.497 -2.589
H 1.551 -4.152 -2.681
H -1.742 -0.736 -0.496
H -2.066 -2.074 0.612
H -2.922 -1.981 -0.928
H -0.523 -1.158 -2.730
H -1.775 -2.363 -3.078
H -0.077 -2.806 -3.176
H -1.328 -4.460 -0.024
H -0.441 -4.744 -1.532
H -2.146 -4.309 -1.573
```

As for the multiplicity: 2. The HOMO energy (alpha / beta) is -10.6 / -10.7 eV. As for the maximum force: 0.34 eV/Å. Its total charge is +1. The LUMO energy (alpha / beta) is -0.089 / -0.178 Eh. The calculation puts the energy relative to the best compared isomer or geometry (same formula, charge and spin) at 10.6 kJ/mol.

The following is a quantum chemistry calculation of C39H59CaN6O7SSi as an isolated structure, from OMol25.

Structure (XYZ):
```
114
Properties=species:S:1:pos:R:3
Ca 0.713 -0.342 -0.074
O -0.127 -1.415 1.900
N -0.276 -2.704 1.877
N -0.205 -3.271 0.739
O 0.067 -2.588 -0.366
C -0.290 -4.729 0.661
C -0.055 -5.285 -0.530
C -0.282 -6.656 -0.741
C -0.600 -7.473 0.321
C -0.756 -6.902 1.559
C -0.625 -5.538 1.746
H 0.182 -4.619 -1.431
H -0.129 -7.021 -1.746
H -0.833 -8.509 0.183
H -0.984 -7.492 2.462
H -0.618 -5.081 2.710
C -2.812 -1.046 -0.163
C -2.645 -0.097 -1.357
C -3.487 -0.583 -2.503
C -3.193 1.266 -0.920
O -1.254 -0.044 -1.644
Si -0.481 0.491 -3.069
S 1.422 0.147 -3.018
O -1.290 -0.154 -4.407
C -1.128 -1.398 -5.101
C -0.076 -1.124 -6.172
C -0.576 -2.430 -4.156
C -2.461 -1.914 -5.788
O -0.876 2.136 -3.067
C -0.680 3.184 -4.069
C -0.167 2.558 -5.368
C -2.064 3.797 -4.355
C 0.385 4.116 -3.470
H -3.820 -1.031 0.266
H -2.221 -0.655 0.676
H -2.405 -2.052 -0.435
H -4.493 -0.734 -2.044
H -3.178 -1.512 -3.016
H -3.562 0.242 -3.218
H -4.281 1.175 -0.710
H -2.988 2.003 -1.755
H -2.837 1.699 0.009
H 0.823 -0.711 -5.727
H -0.562 -0.331 -6.817
H 0.098 -1.990 -6.889
H 0.395 -2.076 -3.710
H -0.475 -3.406 -4.594
H -1.303 -2.649 -3.365
H -2.851 -1.031 -6.273
H -3.134 -2.419 -5.120
H -2.217 -2.642 -6.598
H -0.874 1.866 -5.777
H 0.779 2.013 -5.398
H -0.089 3.389 -6.037
H -2.821 3.035 -4.494
H -1.957 4.488 -5.193
H -2.383 4.359 -3.489
H 1.262 3.435 -3.287
H -0.055 4.480 -2.547
H 0.697 4.964 -4.096
N 2.306 1.807 -0.310
N 3.555 1.389 0.199
C 3.864 0.007 0.392
O 5.064 -0.230 0.428
O 2.880 -0.774 0.480
H 2.195 1.697 -1.305
H 2.172 2.749 0.024
H 4.369 1.900 -0.131
C -0.332 3.864 0.713
C -1.569 3.294 1.355
C -2.825 3.877 1.215
C -4.000 3.403 1.759
C -4.022 2.196 2.437
C -2.828 1.516 2.630
C -2.757 0.248 3.418
C -1.601 2.057 2.041
N -0.326 1.300 2.164
C 0.325 1.428 3.241
C -0.049 2.412 4.300
C 1.401 0.414 3.685
C 0.970 -0.489 4.771
N 2.557 0.574 3.214
C 3.702 0.014 3.714
C 3.894 -1.401 3.756
C 2.809 -2.275 3.070
C 5.068 -1.904 4.326
C 6.143 -1.043 4.703
C 6.032 0.351 4.543
C 4.790 0.869 4.024
C 4.741 2.373 3.812
H -0.595 4.756 0.218
H 0.144 3.191 0.017
H 0.441 4.157 1.438
H -2.814 4.800 0.722
H -4.902 3.980 1.553
H -5.002 1.907 2.905
H -1.768 0.050 3.715
H -2.940 -0.582 2.670
H -3.519 0.151 4.203
H 0.901 2.656 4.744
H -0.711 2.040 5.108
H -0.475 3.279 3.831
H 0.305 -1.250 4.289
H 0.350 -0.018 5.502
H 1.833 -0.999 5.283
H 2.059 -1.761 2.591
H 2.409 -2.943 3.809
H 3.294 -2.894 2.283
H 5.111 -3.014 4.479
H 7.084 -1.460 5.117
H 6.808 1.085 4.695
H 5.744 2.871 3.757
H 4.101 2.665 4.612
H 4.270 2.522 2.787
```

The HOMO energy is -5.4 eV. As for the maximum force: 4.07 eV/Å. Its total charge is -1. The LUMO energy is 0.086 Eh.

The following is a quantum chemistry calculation of C19H29F4IN6Sn as an isolated structure, from OMol25.

Structure (XYZ):
```
60
Properties=species:S:1:pos:R:3
Sn 0.084 0.830 -0.021
C 1.160 0.799 -3.633
N 0.989 -0.240 -2.609
C 2.236 -1.098 -2.721
C -0.143 -1.052 -2.888
C -1.415 -0.492 -2.285
N -1.411 -0.391 -0.824
C -2.613 -0.627 -0.172
C -3.468 0.391 0.298
F -3.196 1.687 0.167
C -4.667 0.059 0.823
F -5.493 1.073 1.206
C -5.175 -1.225 0.901
C -4.358 -2.265 0.532
F -4.712 -3.542 0.602
C -3.115 -1.947 -0.065
F -2.277 -2.961 -0.517
H 1.318 0.497 -4.693
H 1.963 1.541 -3.393
H 0.231 1.404 -3.658
H 2.246 -1.565 -3.752
H 2.170 -1.901 -1.960
H 3.188 -0.558 -2.634
H -0.080 -2.041 -2.452
H -0.241 -1.178 -4.010
H -2.235 -1.110 -2.677
H -1.592 0.494 -2.745
H -6.152 -1.409 1.300
N 2.060 4.244 2.420
C 1.444 5.209 1.615
C 1.958 6.516 1.497
C 1.399 7.363 0.573
N 0.296 7.109 -0.113
C -0.186 5.838 -0.033
C 0.359 4.930 0.824
H 2.730 4.578 3.073
H 1.367 3.558 2.864
H 2.859 6.765 1.976
H 1.837 8.348 0.369
H -0.946 5.590 -0.751
H -0.006 3.906 0.762
I -0.718 0.643 2.926
C 2.702 -3.762 1.189
C 1.196 -3.521 1.268
C 0.796 -3.220 2.687
C 0.383 -4.610 0.631
N 0.926 -2.290 0.402
N 1.310 -1.017 0.885
H 2.968 -4.580 1.901
H 3.216 -2.873 1.396
H 3.001 -4.119 0.223
H 0.720 -4.111 3.340
H -0.160 -2.658 2.728
H 1.531 -2.641 3.195
H 0.470 -5.483 1.216
H 0.628 -4.760 -0.421
H -0.693 -4.300 0.495
H -0.071 -2.147 0.224
H 2.273 -0.895 0.697
H 1.107 -0.787 1.823
```

The HOMO energy is -8.3 eV. As for the maximum force: 3.37 eV/Å. Its total charge is 0. The LUMO energy is 0.009 Eh. The calculation puts the energy relative to the best compared isomer or geometry (same formula, charge and spin) at 51.4 kJ/mol.

The following is a quantum chemistry calculation of a single C4H7NO molecule, from OMol25.

Structure (XYZ):
```
13
Properties=species:S:1:pos:R:3
C -0.294 0.481 2.273
C -0.087 0.593 0.794
N 0.420 -0.347 0.114
C 0.596 -0.121 -1.304
C -0.200 -1.127 -2.113
O -0.589 -0.916 -3.235
H -1.362 0.510 2.519
H 0.178 1.327 2.786
H 0.135 -0.454 2.638
H -0.391 1.544 0.323
H 0.330 0.892 -1.648
H 1.655 -0.290 -1.549
H -0.391 -2.092 -1.599
```

The HOMO energy is -9.8 eV. As for the maximum force: 0.51 eV/Å. Its total charge is 0. The LUMO energy is 0.037 Eh. The calculation puts the energy relative to the best compared isomer or geometry (same formula, charge and spin) at 149.0 kJ/mol. Its SMILES is C/C=N/CC=O.

The following is a quantum chemistry calculation of a 3-piece molecular cluster, C4H15NO2S overall, from OMol25.

Structure (XYZ):
```
23
Properties=species:S:1:pos:R:3
C -1.472 0.726 2.405
N -0.145 1.144 1.977
C 0.157 1.122 0.567
C -0.717 2.058 -0.337
C -1.518 1.417 -1.475
S -1.122 2.139 -3.101
H -1.908 0.051 1.652
H -2.213 1.480 2.686
H -1.256 -0.010 3.188
H 0.303 1.836 2.556
H 0.261 0.102 0.173
H 1.147 1.586 0.477
H -0.193 3.006 -0.535
H -1.342 2.608 0.396
H -2.586 1.461 -1.246
H -1.333 0.337 -1.522
H 0.097 1.528 -3.144
O 1.821 -2.984 0.282
H 2.735 -3.050 0.502
H 1.463 -2.326 0.915
O 2.728 -4.818 -2.518
H 2.362 -3.987 -2.137
H 2.731 -5.425 -1.762
```

The HOMO energy is -8.5 eV. As for the maximum force: 2.08 eV/Å. Its total charge is 0. The LUMO energy is 0.018 Eh. The calculation puts the energy relative to the best compared isomer or geometry (same formula, charge and spin) at 157.9 kJ/mol. Its SMILES is CNCCCS.O.O.

The following is a quantum chemistry calculation of C23H26MnN2PSSe2 as an isolated structure, from OMol25.

Structure (XYZ):
```
56
Properties=species:S:1:pos:R:3
Mn 0.911 -1.644 0.348
N -0.207 -2.519 2.052
C -1.560 -2.014 2.188
C -2.552 -2.772 2.789
C -3.824 -2.241 2.935
C -4.102 -0.951 2.501
C -3.116 -0.198 1.885
C -1.845 -0.741 1.704
P -0.567 0.076 0.698
C -0.998 1.821 0.855
C -0.842 2.417 2.106
C -1.245 3.728 2.292
C -1.799 4.438 1.235
C -1.946 3.843 -0.011
C -1.537 2.534 -0.213
C -0.999 -0.483 -1.001
C -2.313 -0.732 -1.400
C -2.571 -1.209 -2.672
C -1.522 -1.506 -3.537
C -0.212 -1.274 -3.154
C 0.059 -0.748 -1.896
H -0.225 -3.535 2.074
H 0.334 -2.236 2.869
H -2.331 -3.769 3.153
H -4.598 -2.832 3.404
H -5.092 -0.536 2.628
H -3.330 0.804 1.535
H -0.414 1.857 2.930
H -1.134 4.194 3.262
H -2.123 5.459 1.384
H -2.390 4.395 -0.829
H -1.645 2.069 -1.184
H -3.129 -0.542 -0.715
H -3.593 -1.367 -2.990
H -1.728 -1.916 -4.516
H 0.597 -1.483 -3.841
H 1.073 -0.407 -1.671
C 4.355 -1.847 -0.727
Se 3.347 -1.001 0.703
C 4.114 0.803 0.499
C 3.828 1.510 -0.805
Se 2.009 2.237 -0.817
C 2.033 3.029 -2.590
H 5.410 -1.720 -0.501
H 4.108 -1.404 -1.687
H 4.098 -2.902 -0.727
H 5.187 0.633 0.595
H 3.775 1.370 1.366
H 3.940 0.858 -1.671
H 4.518 2.347 -0.914
H 2.858 3.732 -2.658
H 1.095 3.564 -2.710
H 2.122 2.253 -3.345
S 2.402 -5.813 -0.658
C 1.862 -4.371 -0.381
N 1.454 -3.260 -0.167
```

As for the multiplicity: 5. The HOMO energy (alpha / beta) is -13.8 / -13.8 eV. As for the maximum force: 2.22 eV/Å. Its total charge is +2. The LUMO energy (alpha / beta) is -0.316 / -0.267 Eh. The calculation puts the energy relative to the best compared isomer or geometry (same formula, charge and spin) at 61.9 kJ/mol.

The following is a quantum chemistry calculation of a 8-piece molecular cluster, C43H53FIN8O4S overall, from OMol25.

Structure (XYZ):
```
111
Properties=species:S:1:pos:R:3
C -0.909 3.251 -0.347
C -1.625 4.134 0.881
C -0.993 3.839 2.358
F -2.175 3.597 3.269
N -0.023 4.869 2.891
C 1.054 4.275 3.824
C 0.502 3.151 4.871
C 1.852 2.552 5.657
I 2.161 0.479 4.907
C 0.800 5.434 1.713
O 2.039 6.109 2.127
O 2.971 5.994 1.192
S -0.830 6.188 3.729
C -2.362 6.839 2.790
O -1.389 5.780 5.142
O 0.052 7.435 3.976
H -1.551 2.252 -0.469
H 0.177 2.896 -0.069
H -0.982 3.823 -1.366
H -1.727 5.262 0.583
H -2.744 3.717 0.904
H -0.416 2.798 2.266
H 1.927 3.744 3.206
H 1.470 5.174 4.491
H -0.005 2.209 4.386
H -0.197 3.541 5.722
H 1.688 2.513 6.824
H 2.826 3.174 5.374
H 0.180 6.245 1.093
H 1.147 4.524 1.022
H 2.802 6.762 0.559
H -3.074 5.910 2.613
H -2.073 7.270 1.734
H -2.962 7.600 3.466
N 7.943 5.671 2.856
C 7.951 4.336 3.063
C 6.806 3.579 3.256
C 5.577 4.230 3.239
C 5.536 5.605 3.030
C 6.735 6.275 2.844
H 8.934 3.875 3.070
H 6.871 2.509 3.415
H 4.658 3.671 3.388
H 4.595 6.141 3.013
H 6.756 7.347 2.673
N 5.945 -0.754 3.213
C 4.757 -1.396 3.160
C 4.543 -2.563 2.444
C 5.609 -3.105 1.735
C 6.844 -2.466 1.768
C 6.962 -1.305 2.515
H 3.956 -0.932 3.727
H 3.568 -3.037 2.439
H 5.479 -4.018 1.161
H 7.695 -2.863 1.225
H 7.907 -0.772 2.576
N -2.974 1.816 -2.708
C -4.292 1.988 -2.469
C -5.262 1.049 -2.783
C -4.857 -0.139 -3.383
C -3.507 -0.344 -3.644
C -2.611 0.652 -3.290
H -4.558 2.932 -2.002
H -6.307 1.240 -2.566
H -5.589 -0.898 -3.645
H -3.160 -1.259 -4.112
H -1.546 0.537 -3.470
N -0.406 -2.275 3.898
C 0.019 -3.422 4.471
C -0.763 -4.201 5.308
C -2.060 -3.778 5.580
C -2.526 -2.599 5.007
C -1.670 -1.890 4.179
H 1.039 -3.709 4.231
H -0.371 -5.116 5.739
H -2.702 -4.362 6.233
H -3.531 -2.242 5.199
H -1.989 -0.966 3.705
N -7.862 -0.831 -5.820
C -9.050 -1.472 -5.872
C -9.265 -2.639 -6.588
C -8.198 -3.181 -7.298
C -6.963 -2.543 -7.264
C -6.845 -1.382 -6.517
H -9.852 -1.008 -5.305
H -10.240 -3.113 -6.593
H -8.329 -4.094 -7.871
H -6.112 -2.940 -7.807
H -5.901 -0.849 -6.457
N -3.643 -2.796 -9.364
C -4.219 -3.769 -10.105
C -3.558 -4.912 -10.523
C -2.223 -5.069 -10.165
C -1.602 -4.084 -9.404
C -2.347 -2.978 -9.030
H -5.260 -3.598 -10.362
H -4.071 -5.662 -11.115
H -1.672 -5.952 -10.475
H -0.563 -4.177 -9.109
H -1.908 -2.183 -8.433
N 5.275 -6.795 1.377
C 3.956 -6.623 1.617
C 2.987 -7.562 1.302
C 3.391 -8.750 0.702
C 4.742 -8.956 0.441
C 5.637 -7.959 0.795
H 3.690 -5.679 2.083
H 1.942 -7.372 1.520
H 2.660 -9.509 0.440
H 5.089 -9.870 -0.026
H 6.702 -8.074 0.615
```

The HOMO energy is -10.9 eV. As for the maximum force: 11.89 eV/Å. Its total charge is +1. The LUMO energy is -0.132 Eh.

The following is a quantum chemistry calculation of a single C6H9NO molecule, from OMol25.

Structure (XYZ):
```
17
Properties=species:S:1:pos:R:3
C -0.733 1.106 0.495
C 0.784 0.865 0.528
C 1.044 -0.576 0.503
C 2.248 -1.045 -0.371
C 1.077 -1.299 -0.835
C 0.131 -1.851 -2.276
N -1.124 -2.190 -1.883
O 0.703 -2.020 -3.330
H -1.063 2.097 0.830
H -1.014 0.326 1.188
H -1.089 0.822 -0.528
H 1.079 1.301 1.448
H 1.148 1.486 -0.235
H 0.880 -1.016 1.409
H 3.275 -1.072 -0.694
H -1.445 -2.086 -0.971
H -1.684 -2.666 -2.500
```

The HOMO energy is -9.3 eV. As for the maximum force: 4.43 eV/Å. Its total charge is 0. The LUMO energy is 0.033 Eh. The calculation puts the energy relative to the best compared isomer or geometry (same formula, charge and spin) at 351.4 kJ/mol. Its SMILES is CC[C@@H]1C=C1C(N)=O.

The following is a quantum chemistry calculation of a single C3H2N2S2 molecule, from OMol25.

Structure (XYZ):
```
9
Properties=species:S:1:pos:R:3
C -0.190 0.790 0.717
C -0.794 -0.344 0.000
C -3.014 -1.141 0.765
N -0.694 1.573 1.536
N -1.967 -0.768 0.264
S -4.587 -0.604 0.473
S -4.488 0.973 -0.701
H 0.856 1.007 0.556
H -0.394 -0.853 -0.799
```

The HOMO energy (alpha / beta) is -8.7 / -8.8 eV. As for the maximum force: 2.46 eV/Å. Its total charge is 0. The LUMO energy (alpha / beta) is -0.021 / -0.088 Eh. The calculation puts the energy relative to the best compared isomer or geometry (same formula, charge and spin) at 384.8 kJ/mol.

The following is a quantum chemistry calculation of a 2-piece molecular cluster, CH3FN2 overall, from OMol25.

Structure (XYZ):
```
7
Properties=species:S:1:pos:R:3
C -0.294 0.614 -0.177
N -0.166 -0.827 -0.450
N 0.293 -0.349 0.707
F 2.076 -0.187 0.495
H 0.238 1.273 -0.721
H -1.208 0.886 0.341
H -0.938 -1.409 -0.194
```

The HOMO energy is -11.2 eV. As for the maximum force: 4.52 eV/Å. Its total charge is 0. The LUMO energy is -0.014 Eh. The calculation puts the energy relative to the best compared isomer or geometry (same formula, charge and spin) at 428.2 kJ/mol.

Computed E_tot (hartree) in order:
-2775.1441, -3742.2600, -1981.3540, -286.5749, -764.7621, -7694.4070, -3204.3944, -363.8904, -1021.2332, -249.1036